Formula: C47H44BNO3P2S2Ti
Source: OMol25
Level of theory: ωB97M-V with the def2-TZVPD basis set

E_LUMO	-0.2395	Eh
HOMO	-0.4986	hartree
energy relative to the best compared isomer or geometry (same formula, charge and spin)	0.00	kcal/mol
net charge	+2
Kohn-Sham gap	7.05	eV

Each line ends with the Mulliken charge.
Geometry (Å):
Ti1 -1.132 0.273 0.067  -0.022
O1 1.755 -0.185 -5.049  -0.811
S1 0.715 -0.016 -4.017  1.182
C1 -0.658 -1.099 -4.470  0.019
C2 -0.838 -1.364 -5.816  -0.750
C3 -1.904 -2.150 -6.226  -0.970
C4 -2.778 -2.672 -5.286  -0.901
C5 -2.562 -2.453 -3.932  -0.983
C6 -1.487 -1.673 -3.506  0.955
P1 -1.033 -1.624 -1.743  1.675
C7 0.639 -2.309 -1.748  0.372
C8 0.956 -3.445 -2.492  -0.392
C9 2.266 -3.897 -2.538  -0.860
C10 3.265 -3.211 -1.859  -0.983
C11 2.960 -2.068 -1.131  -0.844
C12 1.651 -1.617 -1.082  -0.044
C13 -2.177 -2.770 -0.931  0.578
C14 -1.827 -4.059 -0.537  -0.638
C15 -2.755 -4.857 0.117  -0.701
C16 -4.031 -4.376 0.380  -0.717
C17 -4.385 -3.091 -0.007  -0.870
C18 -3.459 -2.289 -0.657  -0.254
C19 -0.181 1.496 -4.392  0.061
C20 -0.259 1.912 -5.712  -0.629
C21 -0.977 3.051 -6.028  -0.925
C22 -1.613 3.771 -5.024  -0.925
C23 -1.492 3.379 -3.702  -0.628
C24 -0.758 2.237 -3.367  0.751
P2 -0.317 1.997 -1.608  2.567
C25 -1.827 2.554 -0.778  -0.350
C26 -3.000 1.906 -1.221  0.034
C27 -4.223 2.197 -0.635  -0.920
C28 -4.287 3.117 0.404  -0.801
C29 -3.130 3.733 0.867  -0.791
C30 -1.899 3.447 0.295  -0.967
C31 1.092 3.092 -1.422  0.959
C32 0.956 4.476 -1.344  -0.923
C33 2.090 5.272 -1.331  -0.819
C34 3.350 4.693 -1.424  -0.714
C35 3.482 3.316 -1.526  -0.468
C36 2.352 2.511 -1.518  -0.224
H1 -0.128 -0.970 -6.532  0.605
H2 -2.048 -2.356 -7.278  0.450
H3 -3.613 -3.285 -5.599  0.476
H4 -3.216 -2.924 -3.211  0.505
H5 0.186 -3.964 -3.051  0.582
H6 2.511 -4.777 -3.117  0.482
H7 4.287 -3.562 -1.909  0.443
H8 3.741 -1.526 -0.614  0.547
H9 1.426 -0.710 -0.522  -0.011
H10 -0.834 -4.442 -0.732  0.453
H11 -2.482 -5.860 0.417  0.463
H12 -4.752 -5.005 0.885  0.439
H13 -5.379 -2.715 0.194  0.492
H14 -3.746 -1.287 -0.963  0.291
H15 0.262 1.349 -6.476  0.550
H16 -1.042 3.380 -7.057  0.448
H17 -2.179 4.660 -5.267  0.493
H18 -1.953 3.981 -2.929  0.492
H19 -2.967 1.241 -2.083  0.490
H20 -5.123 1.717 -0.997  0.526
H21 -5.241 3.354 0.856  0.442
H22 -3.187 4.443 1.681  0.511
H23 -0.999 3.911 0.671  0.127
H24 -0.022 4.939 -1.302  0.415
H25 1.990 6.347 -1.263  0.504
H26 4.231 5.321 -1.428  0.422
H27 4.463 2.868 -1.615  0.493
H28 2.458 1.433 -1.605  0.397
S2 -2.657 0.442 1.770  -0.736
C37 -1.792 -1.028 2.234  0.763
C38 -2.100 -1.806 3.338  -0.977
C39 -1.274 -2.878 3.621  -0.614
C40 -0.174 -3.140 2.810  -1.186
C41 0.058 -2.333 1.721  -0.330
N1 -0.752 -1.302 1.430  1.102
H29 -2.951 -1.555 3.955  0.595
H30 -1.477 -3.502 4.481  0.502
H31 0.497 -3.959 3.021  0.601
H32 0.899 -2.493 1.065  0.518
C42 2.471 3.890 2.447  -1.662
C43 1.589 2.684 2.682  1.352
C44 0.695 2.887 3.895  -1.966
O2 0.678 2.551 1.528  0.283
B1 0.504 1.219 1.334  1.043
O3 1.353 0.423 2.031  -0.137
C45 2.335 1.313 2.681  1.305
C46 2.642 0.756 4.054  -1.995
C47 3.575 1.290 1.803  -1.566
H33 1.868 4.798 2.466  0.454
H34 2.979 3.835 1.485  0.236
H35 3.220 3.970 3.237  0.360
H36 0.079 3.772 3.740  0.464
H37 1.287 3.042 4.797  0.420
H38 0.036 2.032 4.055  0.237
H39 1.737 0.605 4.640  0.372
H40 3.299 1.435 4.599  0.370
H41 3.156 -0.200 3.957  0.459
H42 3.364 1.682 0.808  0.079
H43 3.922 0.260 1.711  0.405
H44 4.379 1.879 2.243  0.398

Formula: C10H16BrCl3OV
Source: OMol25
Level of theory: ωB97M-V with the def2-TZVPD basis set

multiplicity	2
E_LUMO (spin up / spin down)	0.1878 / 0.1878	Eh
expectation value of S²	0.777
HOMO (spin up / spin down)	-0.0328 / -0.0330	hartree
net charge	-2
Kohn-Sham gap (spin up / spin down)	6.00 / 6.01	eV

Each line ends with the Mulliken charge.
Geometry (Å):
C1 -0.858 0.913 -2.009  1.638
C2 -1.035 -0.478 -2.335  0.737
C3 0.255 -1.117 -2.253  0.700
C4 -2.293 -1.144 -2.758  -1.337
C5 1.210 -0.112 -1.870  1.068
C6 0.524 1.131 -1.793  0.050
C7 1.220 2.428 -1.707  -2.136
C8 -1.864 1.984 -2.074  -2.139
C9 0.597 -2.552 -2.565  -1.346
C10 2.690 -0.274 -1.730  -1.905
V1 -0.385 -0.585 -0.169  0.665
Cl1 -1.470 -2.654 -0.220  -0.430
Cl2 -2.403 -0.052 0.559  -0.408
Cl3 1.095 -1.857 0.894  -0.410
H1 -3.144 -0.492 -2.613  0.290
H2 -2.447 -2.068 -2.185  0.210
H3 -2.227 -1.437 -3.820  0.264
H4 -0.121 -3.222 -2.081  0.219
H5 1.604 -2.778 -2.183  0.262
H6 0.561 -2.706 -3.650  0.296
H7 2.950 -1.220 -1.250  0.365
H8 3.062 0.568 -1.123  0.352
H9 3.195 -0.236 -2.690  0.255
H10 2.107 2.334 -1.093  0.388
H11 0.543 3.172 -1.305  0.388
H12 1.539 2.780 -2.677  0.307
H13 -2.852 1.636 -1.788  0.391
H14 -1.955 2.382 -3.081  0.262
H15 -1.580 2.820 -1.438  0.425
O1 0.446 1.026 0.655  -0.470
H16 0.582 1.074 1.658  0.018
Br1 0.343 0.434 3.928  -0.971

no.,largest force on an atom (eV/Å),total energy (eV)
1,0.28,-121115.572
2,2.90,-145979.638